# 1
{"formula": "CH5O2Tl", "method": "ωB97M-V/def2-TZVPD", "total_charge": 2, "multiplicity": 1, "homo_lumo_gap_ev": 7.7, "homo_ev": -20.807, "elements": ["O", "H", "C", "H", "H", "H", "Tl", "O", "H"], "xyz": [[0.103636, -0.122450, -1.064352], [-1.050149, -0.295610, 2.514387], [0.606876, -0.261390, -2.347293], [0.785224, 0.712795, -2.841257], [1.567097, -0.811812, -2.361228], [-0.096065, -0.821104, -2.993132], [0.271101, 0.686003, 0.501780], [-0.517865, 0.488659, 2.260927], [-0.237808, 0.949484, 3.060458]], "forces_ev_per_a": [[-1.79, -2.90, -3.89], [-0.08, -0.07, -0.01], [2.60, 0.54, -2.65], [-0.30, -0.39, 0.24], [-0.53, 0.20, 0.26], [-0.36, 0.19, 0.78], [1.42, 2.13, 1.81], [-1.07, -0.13, 2.74], [0.12, 0.42, 0.73]]}

---

# 2
{"formula": "CH9N3", "method": "ωB97M-V/def2-TZVPD", "multiplicity": 1, "homo_lumo_gap_ev": 10.4, "homo_ev": -9.224, "smiles": "NCN.N", "elements": ["N", "C", "N", "H", "H", "H", "H", "H", "H", "N", "H", "H", "H"], "xyz": [[0.133907, -0.817236, 1.866418], [0.130753, -1.612979, 3.154689], [-1.215750, -2.020264, 3.448728], [0.781253, -0.039336, 1.826856], [0.675455, -1.372964, 1.217559], [0.945884, -2.395933, 3.138063], [0.358277, -0.826180, 3.945759], [-1.717771, -2.607924, 2.744630], [-1.828660, -1.268431, 3.774518], [0.609496, 3.233344, -6.698693], [0.390531, 2.422284, -6.053941], [-0.339604, 3.532854, -6.477583], [1.076227, 3.772764, -5.887004]], "forces_ev_per_a": [[1.07, -0.90, -0.46], [-0.02, 2.72, 0.13], [-0.73, -1.54, 0.06], [-0.15, 0.66, 1.05], [-0.52, -0.70, -0.65], [-1.35, 0.50, 0.20], [0.12, -1.33, -0.66], [0.98, 0.97, 0.79], [0.61, -0.38, -0.45], [-0.32, -0.36, 4.14], [1.13, -0.38, -1.22], [-0.57, 1.16, -1.06], [-0.24, -0.42, -1.85]]}

---

# 3
{"formula": "C49H38F10N4NaO3P", "method": "ωB97M-V/def2-TZVPD", "multiplicity": 1, "homo_lumo_gap_ev": 3.7, "homo_ev": -5.557, "elements": ["Na", "C", "C", "C", "C", "N", "C", "C", "C", "C", "C", "C", "C", "H", "H", "H", "H", "H", "H", "H", "H", "F", "C", "C", "C", "C", "O", "C", "C", "N", "C", "C", "C", "C", "C", "C", "N", "C", "C", "N", "C", "C", "C", "O", "O", "H", "H", "H", "H", "H", "H", "H", "H", "H", "H", "H", "H", "H", "H", "H", "H", "H", "H", "F", "C", "F", "F", "C", "C", "C", "C", "C", "C", "P", "C", "C", "C", "C", "C", "C", "C", "F", "F", "F", "C", "C", "C", "C", "C", "C", "C", "F", "F", "F", "H", "H", "H", "H", "H", "H", "H", "H", "H", "H", "H", "H"], "xyz": [[-1.760410, 1.843709, -1.649688], [-1.302925, 6.123333, -3.697078], [-1.476413, 6.983535, -2.621304], [-1.798631, 6.453564, -1.386628], [-1.922146, 5.071164, -1.244927], [-1.728359, 4.242426, -2.280070], [-1.442735, 4.764672, -3.472304], [-2.369986, 4.432591, 0.019121], [-3.612079, 4.855393, 0.502919], [-4.243329, 4.154847, 1.516751], [-3.631853, 3.014119, 2.011927], [-2.369804, 2.648539, 1.553211], [-1.650631, 3.361498, 0.583013], [-1.067082, 6.489504, -4.686898], [-1.360321, 8.053333, -2.744218], [-1.941823, 7.088475, -0.522541], [-1.317128, 4.053535, -4.282183], [-4.109739, 5.704227, 0.043966], [-5.214602, 4.469438, 1.878138], [-4.132787, 2.409369, 2.760629], [-1.935471, 1.756418, 1.998631], [0.636958, -3.975661, 1.917825], [-0.231021, -3.879330, 0.873901], [-0.639226, -2.659676, 0.427732], [-1.562927, -2.592605, -0.616395], [-1.967720, -1.253884, -1.089272], [-1.508997, -0.250552, -0.547416], [-2.918902, -1.246421, -2.175433], [-3.399325, -2.413194, -2.640728], [-2.990126, -3.662491, -2.215948], [-3.578129, -4.840618, -2.792202], [-3.769657, -4.896398, -4.276149], [-2.718119, -5.748014, -3.629762], [-2.075034, -3.764150, -1.192079], [-1.628900, -5.009340, -0.711692], [-0.700310, -5.065419, 0.304086], [-0.236914, -6.340859, 0.775584], [-0.772230, -6.715570, 2.071369], [-0.526247, -8.192244, 2.308443], [0.954130, -8.457766, 2.197871], [1.509235, -8.005684, 0.868492], [1.201406, -6.531133, 0.717964], [-3.299413, 0.118601, -2.763049], [-4.397075, 0.590908, -2.464730], [-2.355555, 0.626221, -3.421806], [-0.284321, -1.734781, 0.862544], [-4.154221, -2.433484, -3.414325], [-4.342087, -5.307652, -2.179070], [-3.428386, -4.051216, -4.856032], [-4.670669, -5.369374, -4.637861], [-1.691631, -5.436920, -3.768733], [-2.880815, -6.814547, -3.556600], [-1.981637, -5.933936, -1.144104], [-1.845831, -6.534275, 2.087454], [-0.328507, -6.130208, 2.894491], [-1.005472, -8.798990, 1.542364], [-0.845812, -8.514251, 3.297672], [1.146892, -9.447727, 2.345721], [1.436316, -7.944026, 2.939726], [1.013105, -8.602725, 0.105852], [2.578260, -8.209694, 0.872967], [1.576428, -6.182703, -0.243392], [1.741908, -5.970637, 1.495829], [3.131150, 8.393770, -1.899575], [3.421094, 7.821586, -0.718122], [3.104806, 8.719016, 0.239415], [4.764293, 7.685026, -0.673133], [2.716616, 6.515996, -0.517109], [2.801945, 5.892712, 0.722284], [2.172686, 4.678554, 0.928408], [1.428344, 4.071422, -0.085445], [1.382585, 4.699204, -1.325602], [2.019134, 5.912261, -1.547886], [0.671086, 2.394933, 0.032925], [2.415221, 1.559552, -0.256378], [2.555880, 0.964424, -1.507915], [3.690137, 0.243368, -1.858805], [4.717504, 0.100648, -0.939206], [4.617185, 0.699652, 0.311715], [3.480604, 1.420839, 0.637833], [5.894863, -0.760614, -1.262856], [7.013681, -0.382032, -0.618080], [6.183796, -0.777893, -2.577289], [5.684586, -2.058634, -0.911909], [0.703402, 1.966034, 1.822340], [0.845226, 0.617664, 2.148447], [0.777286, 0.180250, 3.458648], [0.581742, 1.103871, 4.477554], [0.455058, 2.452140, 4.178600], [0.506650, 2.873578, 2.857602], [0.562676, 0.636367, 5.899035], [-0.109138, 1.468313, 6.712242], [-0.004399, -0.583187, 6.028477], [1.808755, 0.521429, 6.413987], [3.367663, 6.354323, 1.522200], [2.271547, 4.198118, 1.892530], [0.857585, 4.225297, -2.140454], [1.964161, 6.380632, -2.521064], [1.744182, 1.044766, -2.225401], [3.767436, -0.212611, -2.837789], [5.424856, 0.601393, 1.026288], [3.422826, 1.871782, 1.622514], [1.010893, -0.100004, 1.354059], [0.870249, -0.873563, 3.688975], [0.289344, 3.170776, 4.969988], [0.343638, 3.917580, 2.626373]], "forces_ev_per_a": [[0.10, 0.43, 0.31], [0.01, -0.03, -0.02], [0.01, 0.00, 0.03], [0.03, 0.00, -0.01], [0.05, 0.03, 0.00], [0.03, -0.01, -0.01], [0.08, 0.01, 0.01], [-0.07, -0.05, 0.09], [0.01, 0.03, -0.02], [-0.02, 0.01, -0.01], [0.03, -0.02, 0.04], [0.03, 0.12, 0.14], [0.06, -0.11, -0.11], [0.00, 0.02, 0.00], [0.00, 0.00, -0.01], [0.00, 0.00, 0.00], [-0.01, -0.01, 0.00], [0.00, 0.00, -0.01], [0.00, -0.01, 0.00], [-0.01, 0.01, 0.01], [0.09, -0.03, 0.01], [0.03, -0.01, 0.00], [-0.05, 0.01, 0.05], [-0.05, -0.06, 0.00], [0.00, 0.04, 0.01], [0.02, -0.05, 0.09], [-0.05, 0.06, -0.16], [-0.03, 0.01, 0.01], [0.00, -0.01, -0.01], [0.01, 0.01, 0.00], [0.01, -0.03, -0.04], [0.00, -0.01, 0.04], [-0.01, 0.06, 0.01], [0.02, 0.00, -0.01], [0.06, 0.03, -0.06], [0.03, 0.03, 0.03], [-0.12, -0.08, -0.04], [0.06, 0.02, 0.10], [0.00, 0.02, -0.01], [0.02, -0.02, -0.01], [0.00, 0.01, 0.04], [0.03, 0.01, -0.05], [-0.05, -0.16, -0.01], [-0.05, -0.12, -0.03], [0.06, -0.01, -0.08], [0.00, 0.00, 0.01], [0.00, 0.01, -0.01], [0.00, 0.01, 0.01], [-0.01, 0.00, -0.01], [0.00, 0.01, -0.02], [0.01, -0.03, 0.00], [0.01, 0.00, 0.00], [0.00, -0.01, 0.02], [-0.01, -0.02, -0.01], [-0.01, 0.00, -0.02], [0.00, 0.00, 0.00], [0.00, 0.01, 0.00], [0.00, 0.00, 0.00], [-0.01, 0.00, 0.00], [0.00, 0.01, -0.01], [0.00, 0.01, 0.00], [-0.01, -0.04, -0.02], [-0.02, 0.03, 0.00], [-0.01, 0.00, -0.01], [0.01, 0.03, 0.00], [0.00, -0.01, 0.00], [0.01, -0.01, 0.01], [0.01, 0.00, 0.02], [-0.01, -0.01, 0.00], [0.00, 0.04, 0.01], [0.01, 0.03, 0.09], [0.03, 0.02, 0.03], [-0.04, -0.05, -0.02], [0.32, -0.16, -0.16], [-0.09, -0.07, -0.08], [0.03, -0.06, -0.05], [-0.01, 0.01, 0.00], [-0.02, 0.02, 0.00], [-0.02, 0.02, 0.01], [-0.03, 0.08, 0.01], [0.04, -0.06, 0.00], [-0.01, 0.01, 0.00], [-0.01, 0.01, 0.00], [-0.01, 0.02, 0.00], [-0.16, 0.05, 0.01], [-0.04, -0.04, 0.00], [0.01, 0.01, -0.03], [0.02, 0.02, 0.00], [-0.01, -0.02, 0.00], [-0.17, 0.00, 0.00], [-0.01, 0.00, 0.03], [0.00, 0.00, -0.01], [-0.01, -0.01, -0.01], [0.02, 0.00, 0.00], [0.00, 0.00, 0.00], [0.08, 0.06, -0.08], [-0.10, -0.02, -0.06], [0.00, 0.01, 0.00], [-0.01, 0.01, 0.02], [0.01, -0.01, 0.01], [0.00, 0.00, -0.01], [-0.02, 0.01, 0.01], [0.00, 0.02, -0.01], [0.01, 0.00, 0.01], [0.00, -0.01, 0.01], [-0.09, -0.05, 0.03]]}

---

# 4
{"formula": "C12H28Br2N2O", "method": "ωB97M-V/def2-TZVPD", "multiplicity": 1, "homo_lumo_gap_ev": 8.6, "homo_ev": -7.921, "smiles": "CO[C@@H](CN)[C@H](Br)[C@H](C)Br.CCN(CC)CC", "elements": ["C", "O", "C", "C", "N", "C", "Br", "C", "C", "Br", "H", "H", "H", "H", "H", "H", "H", "H", "H", "H", "H", "H", "H", "C", "C", "N", "C", "C", "C", "C", "H", "H", "H", "H", "H", "H", "H", "H", "H", "H", "H", "H", "H", "H", "H"], "xyz": [[0.089534, 4.872265, -2.780917], [0.451790, 3.624631, -2.185693], [-0.128883, 2.522794, -2.858008], [0.973999, 1.535548, -3.285499], [0.474212, 0.566994, -4.295422], [-1.259245, 1.904690, -1.974547], [-0.717711, 0.300094, -0.969066], [-2.577895, 1.634867, -2.784301], [-3.229665, 3.006773, -3.171735], [-3.902693, 0.653183, -1.670575], [0.152049, 4.849889, -3.881557], [0.817165, 5.602081, -2.391816], [-0.922383, 5.138277, -2.425422], [-0.617295, 2.865993, -3.796278], [1.748494, 2.149905, -3.798853], [1.493555, 1.044057, -2.453114], [1.248453, -0.038312, -4.538340], [0.255480, 1.116123, -5.119930], [-1.523644, 2.671552, -1.225208], [-2.387704, 1.039022, -3.686523], [-2.489016, 3.820309, -3.091203], [-3.531459, 2.944819, -4.231198], [-4.095440, 3.229937, -2.534408], [1.181206, -2.707790, 0.674507], [1.610825, -3.081476, 2.085973], [1.422740, -2.006221, 3.042930], [2.106584, -2.229520, 4.308061], [1.660864, -3.418525, 5.162181], [0.072871, -1.472056, 3.140992], [-1.060917, -2.444250, 3.476215], [1.665465, -1.785350, 0.348476], [1.463862, -3.499356, -0.021868], [0.099609, -2.578023, 0.598654], [2.675948, -3.328547, 2.048402], [1.088519, -4.001450, 2.386853], [2.047755, -1.317632, 4.908945], [3.173322, -2.352815, 4.089805], [0.699482, -3.235298, 5.640704], [2.386336, -3.586228, 5.962333], [1.594982, -4.341549, 4.584938], [-0.169679, -0.988988, 2.188992], [0.065639, -0.654065, 3.866351], [-1.021667, -3.353142, 2.873389], [-2.022839, -1.965729, 3.276473], [-1.059917, -2.726243, 4.528499]], "forces_ev_per_a": [[0.29, 0.04, 0.88], [0.00, 0.01, -0.76], [-0.19, -1.05, 0.06], [0.76, 0.72, -1.17], [-0.15, 0.38, 0.84], [-0.96, 0.02, -0.14], [0.22, 0.49, -0.14], [0.19, 0.78, 0.43], [0.41, -0.56, -0.37], [0.30, 0.22, -0.58], [-0.10, -0.04, 0.34], [-0.40, -0.16, -0.22], [0.31, 0.19, -0.42], [0.21, -0.11, 0.38], [-0.27, 0.05, 0.61], [-0.57, 0.05, -0.14], [-0.13, -0.14, -0.10], [0.01, -0.23, -0.15], [0.26, -0.53, -0.10], [-0.03, -0.07, 0.55], [-0.37, -0.29, 0.01], [-0.14, 0.20, 0.50], [0.36, -0.01, -0.29], [-0.09, -0.01, -0.04], [-0.07, 0.02, -0.15], [0.17, 0.17, 0.26], [0.23, -0.03, -0.03], [0.00, 0.01, 0.20], [-0.18, 0.11, -0.32], [-0.15, 0.03, 0.11], [-0.03, 0.02, 0.07], [-0.03, -0.01, 0.03], [0.03, 0.02, -0.03], [0.00, 0.06, 0.21], [0.00, -0.08, -0.05], [-0.14, 0.03, -0.08], [-0.05, -0.03, -0.12], [-0.03, -0.06, -0.05], [0.00, 0.01, -0.03], [-0.02, 0.03, -0.02], [0.07, -0.07, -0.01], [0.18, -0.09, 0.07], [0.04, 0.01, 0.00], [0.04, 0.00, -0.02], [0.03, -0.10, -0.03]]}

---

# 5
{"formula": "C2H2N2OS", "method": "ωB97M-V/def2-TZVPD", "multiplicity": 3, "homo_lumo_gap_ev": [7.8, 7.3], "s2": 2.009, "homo_ev": [-8.261, -9.530], "elements": ["C", "C", "N", "N", "O", "S", "H", "H"], "xyz": [[0.162378, 1.431497, 1.115783], [1.094621, -0.724653, 0.601817], [-0.443856, 2.300242, 1.593046], [0.963159, 0.472077, 0.799164], [-1.112817, -0.110376, -1.617117], [-1.764190, -1.364914, -0.641083], [1.853577, -1.374617, 0.470666], [-0.752874, -0.629256, -2.322276]], "forces_ev_per_a": [[-1.33, 0.97, 1.06], [-3.65, 1.99, 0.67], [0.29, -0.32, -0.59], [1.94, -0.97, -0.52], [-1.13, -1.39, 1.93], [0.38, 1.51, -0.96], [2.97, -1.63, -0.51], [0.54, -0.16, -1.07]]}

---

# 6
{"formula": "C5H6N2O", "method": "ωB97M-V/def2-TZVPD", "multiplicity": 1, "homo_lumo_gap_ev": 7.8, "homo_ev": -9.139, "elements": ["C", "C", "C", "C", "C", "H", "H", "H", "H", "H", "H", "N", "N", "O"], "xyz": [[-0.213141, 0.057816, -1.936821], [0.172693, 0.544188, -0.459689], [0.253184, 1.892038, -0.325963], [0.296424, -0.310710, 0.629833], [-0.065213, 0.088924, 2.019776], [-1.134435, -0.706132, -1.825459], [-0.686032, 1.250723, -2.037835], [0.719414, -0.096494, -2.682453], [0.101524, -2.136251, 1.583476], [1.115532, -2.194140, 0.021609], [-0.049764, 1.141755, 2.397419], [-0.272046, 3.106015, -0.717760], [-0.010618, -1.720591, 0.623034], [-0.227522, -0.917139, 2.710833]], "forces_ev_per_a": [[-1.22, 3.46, 0.99], [1.07, -5.21, 0.18], [-5.75, 13.87, -3.66], [-2.60, -0.53, -0.43], [1.52, -1.42, 1.07], [2.67, 1.44, -0.64], [0.82, -3.87, -1.53], [-2.54, 0.04, 1.85], [-0.18, 0.95, -1.46], [-4.61, 1.50, 1.93], [-0.40, -0.70, -0.28], [5.54, -11.04, 4.13], [6.34, -1.71, -4.16], [-0.67, 3.22, 2.00]]}